11
Properties=species:S:1:pos:R:3:forces:R:3:nbo_charge:R:1 method="wB97M-V/def2-TZVPD" relative_energy_ev=4.005 gap_ev="8.49 / 9.23"
C -1.045036 -0.708528 0.586097 -0.03 -0.02 -0.17 -0.69
C 0.316502 -0.151821 0.592126 0.01 -0.43 0.14 0.22
C 1.046728 0.230495 -0.613439 0.01 0.93 0.27 -0.08
O 0.859299 -0.999400 -1.129666 0.02 -0.31 1.00 -0.54
C 0.348973 1.434792 -1.110105 -0.63 0.95 -0.90 0.23
N -0.309381 2.368190 -1.290454 0.59 -0.67 0.00 -0.31
H -1.696764 -0.219009 1.319770 0.18 0.05 -0.11 0.24
H -1.450740 -0.695713 -0.423317 -0.18 0.04 0.15 0.26
H -0.948336 -1.756512 0.897195 -0.19 0.09 0.01 0.26
H 0.774229 0.054403 1.570478 0.35 -1.00 -0.34 0.21
H 2.104525 0.443107 -0.398684 -0.15 0.35 -0.04 0.21